Record 1
The following is a quantum chemistry calculation of a molecular structure, C13H25ClNO4P2V in a non-equilibrium geometry, from the Open Molecules 2025 dataset.

Cartesian coordinates (Å):
C1 0.644 0.028 -3.754
C2 1.316 0.282 -2.470
H1 1.397 -0.131 -4.535
H2 0.036 0.898 -4.040
H3 -0.024 -0.841 -3.700
O1 2.448 0.661 -2.267
Cl1 -1.780 0.060 -1.736
V1 0.122 0.068 -0.420
P1 0.172 2.442 -0.382
C3 1.663 3.256 0.239
C4 -0.225 3.290 -1.937
H4 -0.377 4.355 -1.724
H5 -1.322 4.087 0.565
H6 -1.139 2.858 -2.360
H7 -2.070 2.448 0.540
H8 2.510 2.998 -0.409
H9 0.597 3.170 -2.651
C5 -1.150 3.015 0.735
H10 1.508 4.343 0.240
H11 -0.848 2.843 1.776
H12 1.871 2.906 1.257
P2 0.315 -2.325 -0.577
C6 1.816 -3.062 0.126
C7 -1.033 -3.079 0.401
H13 -0.860 -2.784 -2.626
H14 0.056 -4.208 -2.048
H15 0.907 -2.861 -2.866
C8 0.087 -3.121 -2.190
H16 -1.954 -2.493 0.274
H17 -1.192 -4.109 0.052
H18 1.743 -4.157 0.076
H19 1.930 -2.735 1.168
H20 -0.762 -3.082 1.465
H21 2.687 -2.724 -0.448
C9 1.905 0.061 0.423
O2 3.068 0.110 0.524
O3 -2.975 -0.095 1.040
C10 -2.053 -0.121 1.846
C11 -2.209 -0.267 3.358
C12 -0.791 -0.271 3.887
C13 0.084 -0.180 2.643
O4 1.324 -0.247 2.604
N1 -0.698 -0.045 1.520
H22 -2.811 0.556 3.764
H23 -2.742 -1.198 3.593
H24 -0.618 0.578 4.561
H25 -0.570 -1.175 4.465

Cartesian forces, eV/Å:
C -0.5592 -0.6076 -1.1157
C 3.8552 1.5423 0.8133
H 0.0676 0.0822 0.2409
H 0.0952 -0.1237 0.3347
H 0.1732 0.4074 0.0763
O -3.3304 -1.1378 -0.4658
Cl 1.6093 -0.1328 1.2916
V -6.2191 -0.5162 0.1977
P 0.3696 2.2490 0.0694
C 0.1386 -0.1941 -0.0426
C 0.0473 -0.3993 -0.2670
H 0.0827 -0.2326 -0.0598
H 0.1065 -0.2690 -0.0186
H 0.1521 0.1881 0.0714
H 0.1208 0.2465 0.0408
H -0.0568 0.1702 0.1620
H -0.1352 0.1488 0.0656
C -0.2219 -0.6012 0.2079
H 0.0807 -0.2686 0.0100
H -0.0598 0.0970 -0.2519
H 0.0169 0.1414 -0.1773
P 0.5733 -1.9981 0.0489
C 0.1464 0.1788 -0.1048
C -0.2957 0.6300 0.2319
H 0.1146 -0.1342 0.0606
H 0.0644 0.2429 -0.0120
H -0.0932 -0.1814 0.0428
C 0.0763 0.3786 -0.2914
H 0.1103 -0.2762 0.0141
H 0.1192 0.3006 0.0482
H 0.0371 0.2845 0.0533
H -0.0012 -0.1379 -0.2156
H -0.0358 -0.0085 -0.2719
H -0.0697 -0.1758 0.1471
C 7.0848 0.0835 1.4142
O -4.8853 -0.1982 -0.3870
O 1.6850 0.0506 1.1145
C -2.7017 0.0090 -0.4552
C -0.2626 -0.0389 -0.1830
C 0.3344 -0.0148 0.3111
C 1.3088 -0.2943 0.8792
O -1.6860 0.2447 -0.4560
N 1.4172 0.1704 -2.1712
H 0.0589 -0.2054 -0.2985
H 0.0225 0.2554 -0.2378
H 0.3032 -0.1649 -0.2502
H 0.2414 0.2097 -0.2147

Results
* total charge: +2
* spin multiplicity: 3
* frontier orbital gap (alpha / beta): 6.0 / 6.4 eV
* expectation value of S²: 2.113

***

Record 2
The following is a quantum chemistry calculation of 2 unconnected molecules or ions with the total composition C13H25FO6S in a non-equilibrium geometry, from the Open Molecules 2025 dataset.

Cartesian coordinates (Å):
C1 5.135 -1.915 -0.121
C2 5.057 -0.340 0.076
C3 4.751 0.429 -1.298
C4 3.681 1.570 -1.116
C5 3.842 2.756 -2.180
C6 2.176 1.083 -1.086
C7 1.892 -0.255 -1.875
O1 0.500 -0.189 -2.334
S1 -0.491 -0.425 -1.012
O2 -0.436 -1.856 -0.578
O3 -1.892 -0.164 -1.464
C8 0.007 0.724 0.383
F1 -0.436 0.109 1.541
C9 1.564 1.035 0.393
H1 5.312 -2.182 -1.193
H2 5.994 -2.306 0.491
H3 4.225 -2.456 0.261
H4 6.083 -0.025 0.425
H5 4.353 -0.021 0.887
H6 5.722 0.948 -1.554
H7 4.554 -0.274 -2.148
H8 3.890 2.047 -0.110
H9 4.946 2.938 -2.261
H10 3.287 3.666 -1.819
H11 3.404 2.367 -3.142
H12 1.572 1.885 -1.610
H13 2.528 -0.293 -2.797
H14 1.965 -1.190 -1.262
H15 -0.613 1.649 0.210
H16 2.148 0.346 1.049
H17 1.646 2.094 0.776
C10 -3.972 -1.858 0.522
C11 -5.442 -1.819 0.159
O4 -6.261 -1.717 1.334
C12 -6.366 -0.492 1.855
O5 -5.854 0.509 1.428
O6 -7.126 -0.574 2.955
C13 -7.258 0.659 3.658
H18 -3.777 -2.646 1.252
H19 -3.361 -2.034 -0.363
H20 -3.653 -0.918 0.976
H21 -5.721 -2.753 -0.331
H22 -5.663 -1.009 -0.538
H23 -7.594 1.458 2.996
H24 -6.310 0.925 4.128
H25 -8.006 0.517 4.437

Cartesian forces, eV/Å:
C 0.0118 0.1399 0.7796
C 0.5261 -0.3975 -0.7340
C 0.7475 0.7517 0.8594
C -0.0349 0.6163 0.2444
C -0.1202 -1.4466 0.6596
C -0.5039 -0.0133 0.2802
C 0.2739 0.8361 0.0645
O -0.6046 0.1076 2.3880
S -4.8512 -4.4660 -1.7499
O 1.6531 3.3665 -0.3822
O 3.6602 1.0883 0.7890
C 0.8533 0.4559 -0.1407
F 0.4766 0.4600 -0.9679
C -0.2360 0.6865 -0.7143
H -0.1594 0.2173 0.9463
H -0.7970 0.2369 -0.6822
H 0.7466 0.6042 -0.5753
H -1.1324 -0.1301 -0.3500
H 0.4731 -0.4918 -0.7656
H -1.0593 -0.5201 0.0194
H -0.0642 0.5673 0.8169
H -0.1373 -0.5910 -0.9463
H -1.1279 0.1789 -0.2322
H 0.6147 -0.9030 -0.5355
H 0.6087 0.7623 0.7003
H 0.6044 -0.9259 0.3137
H -0.7775 -0.1749 0.8525
H 0.4479 0.7758 -0.4935
H 0.6068 -0.9699 0.0685
H -0.7774 0.3860 -0.4804
H 0.0665 -1.2023 -0.0661
C 0.0491 0.0828 0.2456
C 0.5290 -0.1326 -0.4148
O -0.3097 0.1963 0.0710
C 0.1464 -0.3689 0.0078
O -0.0892 0.0723 0.0209
O -0.0281 0.0178 -0.1212
C -0.1158 0.2542 0.2533
H -0.0627 -0.0788 -0.1265
H -0.0296 0.0310 0.0429
H -0.0346 0.0191 -0.1520
H -0.2000 0.0213 0.2503
H -0.0237 0.0787 0.2208
H 0.1633 -0.0546 -0.0162
H -0.0271 0.0884 -0.1365
H 0.0447 -0.2318 -0.1118

Results
* total charge: 0
* SMILES string: CCC[C@@H](C)[C@H]1COS(=O)(=O)[C@@H](F)C1.CCOC(=O)OC
* frontier orbital gap: 11.0 eV

***

Record 3
The following is a quantum chemistry calculation of a molecular structure, C13H25N3O3RhS in a non-equilibrium geometry, from the Open Molecules 2025 dataset.

Cartesian coordinates (Å):
Rh1 0.786 -0.335 0.874
C1 1.990 2.198 1.802
C2 1.190 1.629 2.799
C3 1.367 0.287 3.168
C4 2.386 -0.473 2.555
C5 3.139 0.082 1.497
C6 2.950 1.422 1.138
H1 1.926 3.262 1.600
H2 0.480 2.242 3.344
H3 0.810 -0.119 4.004
H4 2.607 -1.470 2.917
H5 3.940 -0.489 1.043
H6 3.597 1.876 0.394
N1 -0.509 2.952 -0.556
C7 -1.491 2.354 -1.536
C8 -0.755 1.544 -2.603
C9 -0.477 0.064 -2.265
N2 0.678 -0.224 -1.369
C10 -1.741 -0.603 -1.749
C11 -2.293 0.088 -0.512
N3 -1.447 -0.235 0.672
C12 -2.580 1.577 -0.799
H7 0.178 3.528 -1.048
H8 -0.029 2.219 -0.055
H9 -0.997 3.553 0.114
H10 -1.942 3.227 -2.009
H11 0.165 2.059 -2.903
H12 -1.390 1.539 -3.489
H13 -0.232 -0.415 -3.219
H14 1.540 0.132 -1.779
H15 0.768 -1.273 -1.377
H16 -1.546 -1.651 -1.526
H17 -2.496 -0.577 -2.535
H18 -3.268 -0.364 -0.302
H19 -1.450 -1.284 0.715
H20 -1.896 0.082 1.530
H21 -2.873 2.103 0.117
H22 -3.465 1.595 -1.437
C13 0.462 -4.926 0.531
S1 0.121 -3.234 0.147
O1 0.570 -2.907 -1.198
O2 -1.282 -2.927 0.376
O3 0.949 -2.402 1.135
H23 -0.060 -5.530 -0.210
H24 0.078 -5.104 1.534
H25 1.539 -5.071 0.469

Cartesian forces, eV/Å:
Rh -0.4006 1.0555 -0.7588
C -0.3095 -0.1320 -0.2197
C -0.1068 -0.0744 0.0017
C -0.0460 -0.3430 0.0501
C -0.1298 -0.0742 0.0495
C -0.0279 -0.3043 -0.0996
C 0.0048 -0.1786 -0.0488
H -0.0601 -0.0279 -0.0548
H -0.0371 -0.0214 -0.0494
H -0.0026 -0.0641 -0.0399
H -0.0761 -0.0451 -0.1107
H -0.0566 -0.0557 -0.0118
H -0.0468 -0.0304 -0.0478
N -0.1806 0.3835 -0.1804
C -0.4520 -0.1223 -0.4608
C 0.4738 -0.2114 0.3767
C -0.6634 0.4203 -0.2512
N 0.3478 -0.8171 1.2300
C 0.1499 -0.1507 0.1820
C -0.1406 0.4127 -0.6855
N 1.2840 -0.7796 0.5081
C 0.3160 -0.2348 0.4697
H 0.0563 0.0414 0.0055
H 0.3109 -0.1941 0.3143
H 0.0063 0.0381 0.0525
H -0.0005 -0.0182 0.0042
H -0.0419 0.0064 -0.0849
H 0.0056 -0.0048 -0.0237
H 0.1911 -0.0609 0.1169
H 0.0623 0.1459 0.2348
H 0.0656 0.0913 -0.4046
H -0.1250 0.0019 -0.1564
H -0.0107 0.0073 -0.0077
H 0.1148 -0.0829 0.1963
H -0.4412 0.0830 0.0741
H 0.2152 0.1594 0.0717
H -0.0739 0.0090 -0.0387
H -0.0153 -0.0066 -0.0054
C 0.1818 0.5573 0.2764
S -1.0246 -0.5001 -1.1804
O 0.1673 -0.2287 0.2088
O 0.2293 -0.2402 0.2135
O 0.3409 1.6552 0.3623
H -0.0666 0.1044 -0.0576
H 0.0280 -0.1033 -0.0173
H -0.0157 -0.0663 -0.0030

Results
* relative energy (zero: lowest compared OMol25 entry of this formula, charge and spin): 31.8 kcal per mole
* total charge: +3
* frontier orbital gap (alpha / beta): 6.9 / 6.9 eV

***

Record 4
The following is a quantum chemistry calculation of 3 unconnected molecules or ions with the total composition C13H25O9PS in a non-equilibrium geometry, from the Open Molecules 2025 dataset.

Cartesian coordinates (Å):
C1 1.011 0.138 -0.492
P1 -0.876 -0.239 -0.617
S1 -3.083 -0.518 -0.935
H1 1.379 0.477 -1.487
H2 1.135 0.987 0.211
H3 1.594 -0.763 -0.208
H4 -1.128 0.587 0.511
H5 -0.682 -1.614 -0.422
H6 -0.846 0.302 -1.940
H7 -3.564 0.715 -0.600
C2 -0.492 0.351 -7.206
C3 0.095 0.013 -5.856
C4 1.257 -0.942 -5.905
O1 1.194 -1.553 -4.615
C5 -0.110 -1.507 -4.220
O2 -0.549 -2.082 -3.279
O3 -0.841 -0.714 -5.051
H8 -1.436 0.883 -7.088
H9 0.194 0.972 -7.783
H10 -0.709 -0.554 -7.777
H11 0.353 0.932 -5.320
H12 2.212 -0.440 -6.049
H13 1.144 -1.723 -6.662
C6 4.130 3.740 4.095
C7 2.867 3.996 3.309
C8 1.977 2.792 3.155
O4 1.276 3.090 1.946
C9 2.093 3.892 1.206
O5 1.904 4.181 0.071
O6 3.159 4.312 1.944
H14 4.813 4.587 4.005
H15 3.907 3.579 5.150
H16 4.661 2.866 3.713
H17 2.324 4.843 3.740
H18 1.283 2.671 3.985
H19 2.529 1.859 3.011
C10 -2.758 -4.654 3.945
C11 -2.318 -3.227 3.725
C12 -3.443 -2.259 3.484
O7 -2.792 -1.239 2.718
C13 -1.774 -1.834 2.065
O8 -1.137 -1.314 1.190
O9 -1.566 -3.093 2.509
H20 -1.899 -5.326 3.918
H21 -3.259 -4.761 4.908
H22 -3.439 -4.981 3.158
H23 -1.678 -2.901 4.550
H24 -3.855 -1.850 4.405
H25 -4.254 -2.675 2.883

Cartesian forces, eV/Å:
C 0.1760 0.0473 -0.1034
P 1.7979 1.6722 -1.7820
S -1.3677 -0.0551 0.0801
H -0.1921 -0.2599 0.6070
H 0.2507 -0.5780 -0.2322
H -0.1941 0.6149 0.1107
H -0.1872 0.5694 -1.1923
H -0.1431 0.3060 -2.3694
H -0.1879 -0.0746 0.5488
H 0.4266 -0.4714 -0.0751
C -0.3676 -0.1242 -0.0236
C -0.2243 0.3085 -0.7262
C 0.4381 0.0783 0.0391
O -0.3146 0.0397 0.0163
C -0.1947 -0.1081 0.1578
O 0.1050 -0.0573 -0.0678
O 0.4058 -0.2075 0.2812
H 0.1058 0.0995 0.0285
H 0.0130 0.0010 0.0711
H 0.0871 -0.0198 0.0532
H 0.0837 -0.0765 0.0483
H 0.0256 -0.0932 0.1909
H -0.1290 0.1071 -0.0595
C 0.3077 0.0517 -0.2236
C 0.6104 -0.1041 0.5419
C -0.3991 -0.1586 0.2121
O 0.2970 0.2284 -0.0775
C -0.0161 0.0316 -0.3344
O -0.0046 -0.0212 0.0942
O -0.4651 -0.1465 -0.1345
H -0.1010 0.0415 0.1002
H -0.0502 0.0336 -0.0353
H -0.1037 -0.0221 -0.0091
H -0.0935 -0.0642 -0.0419
H -0.1337 0.0232 -0.1673
H 0.1344 0.0985 0.0470
C 0.1453 -0.2400 -0.3210
C -0.3166 -0.7797 0.3422
C -0.2863 0.2290 0.2712
O 0.2887 -0.1262 -0.1989
C -0.1080 0.1653 -0.1144
O -0.3337 -1.8926 4.5923
O 0.0265 0.5061 -0.1385
H 0.0024 0.0612 0.1366
H 0.0433 0.0664 -0.0027
H -0.0223 0.1033 0.0189
H -0.0199 0.1087 -0.0545
H 0.0891 0.2041 -0.1059
H 0.0960 -0.1158 0.0014

Results
* total charge: 0
* frontier orbital gap: 7.6 eV